[1]
Computed, not measured: a structure of composition C45H39Cl2N7OSTa, with ωB97M-V/def2-TZVPD.

Structure (XYZ):
```
96
C45H39Cl2N7OSTa (ωB97M-V/def2-TZVPD)
Ta 1.081 0.614 0.208
C -5.156 -3.567 0.928
C -3.791 -2.955 0.853
C -2.648 -3.716 1.080
C -1.397 -3.154 1.016
C -1.172 -1.783 0.759
N 0.123 -1.293 0.712
C 1.083 -2.073 1.385
C 0.915 -2.419 2.732
C 1.897 -3.075 3.444
C 3.097 -3.440 2.843
C 4.195 -4.113 3.602
C 3.252 -3.168 1.493
C 2.268 -2.511 0.765
N 2.491 -2.332 -0.614
C 3.063 -3.218 -1.454
C 3.133 -2.619 -2.693
C 2.574 -1.355 -2.506
N 2.187 -1.199 -1.248
C -2.339 -1.021 0.522
C -3.600 -1.621 0.551
N -2.338 0.361 0.242
C -3.343 1.222 0.495
C -3.011 2.431 -0.079
C -1.760 2.218 -0.645
N -1.370 0.961 -0.450
H -5.191 -4.306 1.728
H -5.401 -4.082 -0.003
H -5.920 -2.813 1.107
H -2.747 -4.763 1.322
H -0.546 -3.801 1.167
H -0.008 -2.140 3.223
H 1.734 -3.300 4.486
H 3.829 -4.506 4.546
H 4.999 -3.408 3.817
H 4.617 -4.927 3.016
H 4.159 -3.468 0.987
H 3.349 -4.198 -1.135
H 3.531 -3.029 -3.597
H 2.435 -0.573 -3.226
H -4.459 -1.010 0.324
H -4.201 0.962 1.078
H -3.578 3.339 -0.080
H -1.127 2.912 -1.164
S 4.897 0.946 2.990
C 3.646 0.341 3.982
C 2.477 0.157 3.305
C 2.556 0.484 1.934
C 3.811 0.958 1.625
C 4.177 1.491 0.347
C 5.449 2.011 0.068
C 5.701 2.535 -1.181
C 4.682 2.536 -2.129
C 3.454 2.007 -1.779
N 3.205 1.495 -0.581
H 3.844 0.157 5.020
H 1.586 -0.196 3.792
H 6.205 1.997 0.838
H 6.673 2.941 -1.420
H 4.839 2.945 -3.113
H 2.628 1.981 -2.474
C -5.721 -0.011 -2.560
C -4.291 0.249 -2.907
C -3.893 1.474 -3.425
C -2.567 1.751 -3.710
C -2.210 3.091 -4.277
C -1.594 0.779 -3.397
C -0.206 1.199 -3.384
O 0.626 0.895 -2.541
C -1.990 -0.501 -2.955
C -0.992 -1.608 -2.800
C -3.330 -0.741 -2.723
H -6.380 0.739 -2.989
H -5.850 0.015 -1.477
H -6.031 -0.995 -2.906
H -4.634 2.239 -3.606
H -3.115 3.639 -4.525
H -1.629 2.986 -5.192
H -1.631 3.690 -3.576
H 0.083 1.911 -4.179
H -0.293 -1.617 -3.634
H -1.494 -2.573 -2.753
H -0.417 -1.488 -1.884
H -3.646 -1.715 -2.378
Cl -0.696 0.970 2.830
C -0.521 2.683 2.772
C -1.038 3.522 3.730
C -0.859 4.894 3.593
C -0.166 5.410 2.505
C 0.363 4.555 1.562
Cl 1.268 5.115 0.210
C 0.218 3.155 1.660
N 0.743 2.290 0.819
H -1.568 3.116 4.577
H -1.246 5.557 4.352
H -0.031 6.476 2.408
```

For the HOMO-LUMO gap, the calculation gives 6.94 eV. The value obtained for the energy above the lowest of the compared OMol25 structures with the same formula, charge and spin is 1.8067 eV. As for the net charge: +1. As for the electronic energy: -97204.67093 eV.

***

[2]
Computed, not measured: a structure of composition C45H39F5N5O4P2RuSSe, with ωB97M-V/def2-TZVPD.

Structure (XYZ):
```
103
C45H39F5N5O4P2RuSSe (ωB97M-V/def2-TZVPD)
Ru -0.018 0.477 -0.983
O -0.006 3.378 -2.110
S 0.178 2.646 -0.844
C -0.953 3.245 0.372
C -1.449 4.540 0.293
C -2.333 4.961 1.272
C -2.703 4.094 2.295
C -2.208 2.799 2.347
C -1.325 2.351 1.370
P -0.632 0.650 1.299
C -1.883 -0.495 1.948
C -2.230 -0.506 3.301
C -3.190 -1.388 3.771
C -3.796 -2.285 2.902
C -3.452 -2.284 1.558
C -2.511 -1.385 1.084
C 0.564 0.716 2.676
C 0.854 -0.435 3.410
C 1.674 -0.366 4.522
C 2.236 0.847 4.902
C 1.986 1.987 4.157
C 1.147 1.925 3.051
C 1.785 3.094 -0.215
C 2.089 4.430 0.019
C 3.399 4.770 0.304
C 4.392 3.793 0.308
C 4.076 2.467 0.064
C 2.751 2.098 -0.168
P 2.236 0.381 -0.482
C 2.871 -0.653 0.861
C 2.535 -2.006 0.798
C 3.080 -2.908 1.697
C 3.977 -2.465 2.661
C 4.306 -1.120 2.732
C 3.752 -0.211 1.841
C 3.320 -0.056 -1.884
C 3.378 0.856 -2.946
C 4.194 0.626 -4.040
C 4.977 -0.522 -4.085
C 4.957 -1.410 -3.022
C 4.139 -1.179 -1.922
H -1.167 5.182 -0.532
H -2.746 5.960 1.233
H -3.401 4.427 3.051
H -2.537 2.131 3.131
H -1.740 0.159 4.000
H -3.456 -1.382 4.819
H -4.536 -2.982 3.274
H -3.923 -2.982 0.877
H -2.278 -1.353 0.028
H 0.416 -1.385 3.133
H 1.873 -1.261 5.097
H 2.865 0.901 5.781
H 2.417 2.936 4.449
H 0.933 2.837 2.507
H 1.321 5.190 -0.039
H 3.657 5.803 0.494
H 5.420 4.074 0.493
H 4.857 1.718 0.045
H 1.871 -2.355 0.019
H 2.821 -3.957 1.638
H 4.418 -3.168 3.355
H 4.993 -0.770 3.491
H 4.002 0.836 1.933
H 2.866 1.813 -2.873
H 4.244 1.352 -4.841
H 5.620 -0.705 -4.935
H 5.590 -2.287 -3.038
H 4.147 -1.882 -1.100
N 0.293 0.607 -3.150
N -0.875 0.872 -3.889
C -2.020 1.239 -3.250
N -2.966 1.734 -4.025
N -2.050 1.007 -1.928
N -3.229 1.323 -1.247
O -4.161 1.864 -1.816
O -3.253 0.978 -0.094
H 0.925 1.397 -3.256
H 0.748 -0.206 -3.559
H -0.728 1.235 -4.819
H -2.824 1.816 -5.018
H -3.855 1.976 -3.614
F -6.954 -4.345 -0.108
C -5.997 -3.855 -0.865
C -4.911 -4.655 -1.205
F -4.852 -5.903 -0.769
C -3.903 -4.129 -1.985
F -2.874 -4.909 -2.290
C -3.947 -2.807 -2.458
Se -2.630 -2.129 -3.572
C -5.056 -2.031 -2.086
F -5.141 -0.766 -2.483
C -6.069 -2.536 -1.300
F -7.099 -1.783 -0.949
C 0.160 -4.193 -1.365
C -0.489 -2.987 -0.735
O 0.010 -1.767 -1.366
H -0.188 -5.099 -0.868
H 1.247 -4.150 -1.287
H -0.118 -4.275 -2.419
H -0.246 -2.882 0.322
H -1.572 -3.022 -0.836
H -0.086 -1.922 -2.315
```

The multiplicity is 2. For the HOMO-LUMO gap (alpha / beta), the calculation gives 8.82 / 6.48 eV. The value obtained for the energy above the lowest of the compared OMol25 structures with the same formula, charge and spin is 0.0000 eV. Its expectation value of S² is 0.77. As for the net charge: +2. As for the electronic energy: -173851.91026 eV.

***

Let's list max |F| in order: 0.0621 0.0117 Eh/bohr.